(1)
58
Properties=species:S:1:pos:R:3 method="wB97M-V/def2-TZVPD" spin_multiplicity=6 total_charge=+2 homo_lumo_gap_ev="6.098 / 4.831" e_homo_ev="-12.76 / -13.45" s_squared=8.775
C 0.95501 1.87346 1.84747
O 2.27428 -1.09907 1.00696
H 3.41563 2.07639 -2.56902
H 0.47623 -2.94742 -0.36990
C 1.95147 0.92994 -1.51207
H 3.29757 0.39610 -3.08326
C -2.55351 -1.79045 -0.69099
H -0.35458 0.92260 4.78111
H -1.76985 -3.72800 -1.23750
C 4.46996 -4.85823 3.51143
C -1.62586 -0.66284 2.70954
H -3.56458 -2.16138 -0.51679
N 1.13398 -0.14975 -1.45451
H -1.46760 2.06599 4.02571
H 0.91033 -3.05446 -2.49647
H 5.13284 -5.56943 3.98506
H -1.51248 -3.28582 0.45055
H 4.47425 -1.77587 2.09738
H 1.21637 -4.51890 2.64135
H -3.51706 -0.12780 1.78621
Br 2.47194 -6.83280 3.93713
H -1.17937 -1.61733 2.97915
H -0.69081 -2.47478 -2.90036
C -1.53638 -2.89832 -0.56881
H 0.03598 -0.32024 -3.23487
H 0.19393 2.54632 4.35350
H 2.04832 1.55066 -3.54878
C 3.12878 -5.17277 3.34509
C 1.85006 -2.10747 1.64654
C 2.69882 3.38947 1.21284
N -0.56122 0.16410 2.14285
C 1.97219 1.70477 -0.33842
C 2.26405 -4.27598 2.74967
C 2.72325 1.25809 -2.73962
H 3.34163 4.22154 1.46331
C 2.76095 -3.05328 2.30061
N -0.18755 -2.35197 -0.85160
C 2.80587 2.79436 -0.01114
O 0.58153 -2.29418 1.66867
H 1.70616 3.36980 3.15270
Ru 0.19964 -0.43792 0.29758
C 1.76152 2.91159 2.17626
H 5.99864 -3.39086 3.20611
C 4.10554 -2.72742 2.45519
C 0.76417 -0.89980 -2.66201
N 1.02518 1.32061 0.58969
H -3.15931 -1.84273 1.75688
H 3.53811 3.15095 -0.72148
H -2.51714 0.17099 -0.11859
C -0.04705 1.21225 2.69333
H 1.63908 -1.02713 -3.29705
H -2.53237 -1.36679 -1.69711
N -2.19503 -0.71347 0.25570
C 0.18734 -2.26736 -2.29144
C -0.43225 1.71766 4.03943
H -2.04893 -0.21482 3.60575
C -2.71844 -0.85387 1.64295
C 4.95315 -3.63203 3.06953



(2)
25
Properties=species:S:1:pos:R:3 method="wB97M-V/def2-TZVPD" total_charge=-1 homo_lumo_gap_ev=9.903 e_homo_ev=-6.84
O 3.34436 1.15911 0.79397
O -1.09895 -0.30940 -0.55132
H 1.10573 -0.86214 2.03827
H -0.85155 1.45289 -1.46799
O -3.72619 -0.62784 0.45155
O -0.52062 2.75242 1.20287
H 2.47208 0.73876 0.65387
N 0.11562 -0.65769 -0.51026
H -2.76437 -0.74469 0.51040
O 0.90761 -0.11227 0.27894
H 3.97212 0.54485 0.40352
H -3.86775 0.29271 0.69335
O 0.84399 -1.28846 2.87644
H 0.42812 -0.58486 3.38376
H -3.13029 -0.57601 -3.24247
O -0.57602 2.38853 -1.53840
O -2.35906 -1.09658 -2.99698
O 3.20770 -2.81455 0.13311
H -2.26496 -0.95834 -2.03312
H 2.52680 -2.23043 -0.23742
H -1.29691 2.82027 -2.00837
O 0.47014 -1.65375 -1.15848
H 3.77910 -2.23063 0.64125
H -0.46080 2.73398 0.21788
H -0.25592 1.86412 1.46564



(3)
31
Properties=species:S:1:pos:R:3 method="wB97M-V/def2-TZVPD" homo_lumo_gap_ev=9.198 e_homo_ev=-8.44
H -0.84606 -2.49236 -2.79042
C -3.25749 -3.17602 -1.93742
O -0.89904 1.91204 -1.66227
H -3.90723 -1.11877 -0.29758
H 0.20897 -0.10953 -2.80432
H -2.82725 1.14683 -0.16588
C 2.13911 -0.19113 3.14440
C -2.52675 -1.88928 -1.70101
C 3.38605 2.88973 1.32874
H 2.82666 3.80287 1.10617
C 1.56789 1.23231 0.80991
C 2.56178 1.67915 1.66157
H 1.28542 1.83271 -0.04487
H 0.57676 -1.51894 2.43956
H 4.09123 3.16513 2.11206
C 2.80442 0.98566 2.84803
C 1.21110 -0.66148 2.22451
H 0.04674 1.97889 -1.89220
C -2.45281 0.36362 -0.80654
H -4.27519 -3.08633 -1.57637
H 3.55870 1.38439 3.50859
C -0.69322 -0.40340 -2.28859
C -3.01465 -0.90363 -0.85763
C -1.26125 -1.66098 -2.26072
H 3.95271 2.70475 0.42007
C -1.33580 0.61490 -1.59410
H 2.33744 -0.79397 4.02532
H -3.39956 -3.36051 -3.00073
H 0.11578 -0.30744 0.42054
C 0.89140 0.05066 1.07647
H -2.86586 -4.06991 -1.44527



(4)
9
Properties=species:S:1:pos:R:3 method="wB97M-V/def2-TZVPD" spin_multiplicity=3 total_charge=+1 homo_lumo_gap_ev="7.648 / 7.754" e_homo_ev="-11.59 / -13.02" s_squared=2.004
Li -2.41698 0.71357 -0.40472
Pd 0.62143 1.71258 0.18323
C 1.57368 -0.31494 -0.11959
O -0.56855 0.66608 -0.16143
H 2.25572 -1.04053 0.31889
H -0.16166 -1.12071 0.82925
H 1.94649 0.27467 -0.97074
H -3.50572 -0.56764 0.12200
C 0.25560 -0.32308 0.20312



(5)
10
Properties=species:S:1:pos:R:3 method="wB97M-V/def2-TZVPD" homo_lumo_gap_ev="7.066 / 7.064" e_homo_ev="-8.50 / -8.49"
H 1.11393 1.14591 -1.86817
N -1.20322 -0.74639 -0.82901
P -1.17707 -0.59080 2.03902
N -0.54789 -0.47748 0.31814
H 2.06154 1.24854 0.60154
N 0.53536 0.29280 -0.00750
O -2.01287 -1.76354 2.00964
N 1.44182 0.48687 0.84913
C 0.41930 0.53810 -1.32687
N -0.63090 -0.13401 -1.78593



(6)
80
Properties=species:S:1:pos:R:3 method="wB97M-V/def2-TZVPD" homo_lumo_gap_ev=10.425 e_homo_ev=-10.39
O 0.08482 -0.84803 4.75599
H 2.15233 -2.45728 0.14585
H -0.26835 -1.62184 6.63323
C -1.62035 3.35959 -0.18774
C -4.07383 5.36133 2.38110
O 5.69983 -4.34884 0.78555
H 1.09903 3.55679 -1.62066
P -1.39830 -1.07589 4.16986
H 6.94728 -3.89386 2.31453
H -1.29475 0.57540 1.36410
H -3.94112 2.47414 -3.64946
H -3.77815 0.70097 -0.02012
H 3.12506 0.12411 -1.42828
H 2.41064 3.62793 -2.37332
H 6.85354 -2.54005 1.08009
H -0.85223 2.80946 -0.73129
O 1.12408 0.69583 -0.59571
H 1.55000 2.14105 -4.81110
H -3.33315 2.89776 -5.30421
H -2.29136 3.69793 -0.97727
O 3.51899 -4.65605 -0.17621
O -2.46701 -0.14562 4.62197
H 3.15042 1.51128 -2.03410
O -4.13406 4.58872 1.12413
C 1.18879 1.21943 -5.26744
O -0.75172 0.86019 -2.60221
H 1.55653 1.62141 2.17930
H -1.95768 -0.89269 0.63853
O -2.64441 1.19944 -4.50628
P -3.89057 2.98026 1.08547
H -3.99331 4.79754 3.31049
O -4.51497 2.58378 -0.33223
H -2.31536 3.12984 -3.83982
H 2.53041 -5.38198 -1.69079
H 1.47944 2.18193 0.77510
C -3.07937 2.51505 -4.31565
C 6.78794 -3.61064 1.27410
O 1.52905 2.44591 1.69385
H 0.42641 0.07167 6.56502
H 3.49787 -6.59981 -0.77859
C -1.75307 -0.38897 1.58325
C 2.63769 -2.06323 1.03874
H -3.02382 -2.05799 -4.51401
O 1.88325 3.04730 -1.82472
O -0.95072 -1.03239 2.59221
O -2.28782 2.79516 0.84997
H -5.30091 0.67102 -0.74871
O -0.21242 1.33116 -5.22595
H 0.13309 -3.27251 3.85792
H -4.00789 1.31370 -1.79381
C 0.42081 -0.93364 6.14380
H -3.26941 6.09674 2.39428
H -2.76355 -0.24346 1.96515
C 3.48332 -5.59791 -1.20763
H 1.57325 1.20043 -6.28721
H 0.16722 0.68078 -0.61643
H 2.74480 -0.99440 0.85367
O 3.46038 0.61703 -2.17716
P -1.11527 0.68374 -4.08477
C -2.27075 -1.60729 -3.86759
H -2.83150 -1.02485 -3.13655
H 4.22451 -5.53325 -2.00422
H 7.60549 -4.05103 0.70335
H 1.36903 1.32255 -1.27650
H -0.62471 -4.39233 5.11317
O -4.47164 2.13946 2.14563
H -1.24142 -4.21697 3.50208
H 1.62488 0.36167 -4.75542
C -0.77504 -3.66327 4.31694
H 1.42344 -1.34696 6.25340
P 4.58525 -3.45047 0.08667
H -5.02474 5.88449 2.48193
O 3.90808 -2.62450 1.26935
O -1.23006 -0.87437 -4.48472
C -4.36683 1.23247 -0.76781
O -1.71783 -2.65355 4.45932
H -1.85130 -2.49222 -3.38899
H 1.98909 -2.13843 1.91153
H -1.20554 4.31661 0.12872
O 4.95047 -2.69626 -1.14464



Looking at electronic energy for the records above, in order, we have -107406.410, -22192.172, -16824.808, -7857.365, -19852.411, -91269.994 eV.
Looking at M for the records above, in order, we have 574.47, 188.11, 200.28, 157.41, 131.04, 632.36 Da.